# 1
Molecular formula: C5H9O
Method: DFT, the ωB97M-V functional and the def2-TZVPD basis

**Multiplicity**: 2
**Maximum force**: 1.565 eV/Å
**Energy relative to the best compared isomer or geometry (same formula, charge and spin)**: 0.00 kcal per mole
**Orbital gap (alpha / beta)**: 8.213 / 10.021 eV
**⟨S²⟩**: 0.782

Last column: Mulliken spin population.
Cartesian coordinates (Å):
O: -1.2020 -1.5495 2.1302  0.01
C: -1.6890 -0.6959 -1.0158  0.49
C: -1.0587 0.3326 -0.3510  -0.08
C: -0.0573 -1.2498 1.3341  0.03
C: -0.2948 0.1623 0.7907  0.46
C: 0.3798 1.3150 1.4159  -0.01
H: 0.8335 -1.2702 1.9578  0.00
H: -1.2017 -2.4421 2.5661  0.00
H: 0.1774 1.2899 2.4791  0.02
H: -1.1259 1.3411 -0.8159  0.00
H: 1.4610 1.3339 1.2571  0.04
H: -2.2244 -0.4392 -1.9321  0.01
H: -1.6752 -1.7108 -0.5944  0.02
H: 0.1280 -1.8488 0.4337  0.00
H: 0.0288 2.2755 1.0348  0.00

=====

# 2
Molecular formula: C3H4ClFS
Method: DFT, the ωB97M-V functional and the def2-TZVPD basis

**Maximum force**: 8.672 eV/Å
**Energy relative to the best compared isomer or geometry (same formula, charge and spin)**: 53.79 kcal per mole
**Orbital gap**: 9.702 eV

Last column: Mulliken charge in e.
Cartesian coordinates (Å):
Cl: 1.4577 -1.5527 1.1100  -0.16
S: -0.6493 1.7160 -0.7595  -0.10
F: 0.1687 -1.1214 -0.8574  -0.23
C: -2.2041 0.6055 -0.5876  -0.85
C: 0.2728 0.8972 0.4585  -0.35
C: 0.4845 -0.3751 0.2470  0.36
H: -2.8861 1.0190 -1.1186  0.42
H: -2.7321 0.7756 0.4982  0.25
H: 0.4185 1.0416 1.4511  0.41
H: -2.0304 -0.5682 -0.5395  0.25

=====

# 3
Molecular formula: C25H47ClINO3Si2Zn
Method: DFT, the ωB97M-V functional and the def2-TZVPD basis

**Maximum force**: 2.672 eV/Å
**Energy relative to the best compared isomer or geometry (same formula, charge and spin)**: 0.00 kcal per mole
**Orbital gap**: 6.664 eV

Last column: Mulliken charge in e.
Cartesian coordinates (Å):
I: -1.9208 -1.6820 3.2275  0.04
Zn: 0.4566 -0.6899 -1.6389  0.01
Cl: 3.3117 0.0360 4.5992  -0.28
Si: -0.9570 -3.5770 -1.3832  0.47
Si: -0.2885 1.0142 -4.7864  0.37
O: -0.6819 -0.6065 0.3863  -0.49
O: 0.1759 4.0942 -3.5108  -0.22
O: -1.7137 3.8180 -1.6900  -0.15
N: 1.8882 -0.0616 -0.3410  0.33
C: 0.1979 -0.5365 1.3122  0.25
C: -0.0739 -0.7756 -5.3103  -1.17
C: -0.5986 5.3123 -0.2038  -1.47
C: 2.2085 4.9250 -2.5023  -1.25
C: 0.8991 -0.6915 3.6680  -0.52
C: -0.8023 3.8666 -0.5756  0.70
C: -0.8206 6.3145 -3.8091  -1.26
C: -2.8375 2.9412 -1.6649  0.23
C: 3.0917 0.4236 -0.6973  -0.21
C: -1.2232 -5.0717 -2.4966  -1.20
C: -0.4800 -2.1534 -2.4962  -0.80
C: -0.8119 4.8713 -4.2256  -0.13
C: -0.0747 -0.8703 2.6891  -0.34
C: 4.0501 0.7808 0.2600  -0.94
C: 1.5640 -0.1356 0.9870  0.46
C: 0.8936 1.9675 -5.9009  -1.06
C: -2.5524 -3.2770 -0.4525  -0.74
C: 2.5178 0.1404 2.0098  0.01
C: -2.0331 1.5229 -5.2701  -1.07
C: 3.7769 0.6325 1.6062  -0.72
C: 0.3919 -3.9235 -0.1280  -1.05
C: 1.5503 4.4496 -3.7747  -0.29
C: 2.1527 -0.1726 3.3549  0.59
C: -0.0439 1.4037 -2.9245  1.49
C: -3.1331 2.1717 -0.3920  -1.79
H: -1.0449 6.3821 -2.7400  0.23
H: 1.5976 5.2348 -4.5496  0.49
H: -2.3803 -2.6497 0.4325  -0.04
H: -2.3498 1.4477 -0.1358  0.37
H: 2.1826 4.1632 -1.7146  0.18
H: -0.1438 -0.8365 -6.4111  0.43
H: -0.8572 -1.4215 -4.8951  0.33
H: -2.2903 2.5281 -4.9134  0.28
H: 0.6682 3.0416 -5.9342  0.16
H: -1.1663 3.2783 0.2788  0.57
H: -0.2968 -5.3303 -3.0256  0.30
H: -0.6379 4.7596 -5.3090  0.46
H: -2.9773 -4.2335 -0.1130  0.32
H: -1.7714 4.4062 -3.9842  -0.09
H: 0.0800 -3.6114 0.8781  0.18
H: -0.2538 2.5708 -2.8170  -1.31
H: 0.6728 -0.9613 4.6947  0.39
H: -0.1363 5.8414 -1.0426  0.07
H: -1.5577 5.7837 0.0402  0.34
H: -3.6951 3.5801 -1.9333  0.42
H: 0.9085 -1.1707 -5.0089  0.31
H: 1.9336 1.8391 -5.5735  0.31
H: 3.2751 0.5316 -1.7716  0.52
H: 2.0489 3.5480 -4.1592  0.04
H: 1.7212 5.8379 -2.1365  0.25
H: 4.5115 0.8798 2.3616  0.43
H: -1.6117 6.8309 -4.3616  0.44
H: 1.3304 -3.4062 -0.3688  0.26
H: -1.5461 -5.9455 -1.9163  0.29
H: -0.7858 0.9486 -2.2476  0.61
H: 1.0028 1.2854 -2.6081  -0.19
H: -3.3015 -2.7802 -1.0828  0.29
H: -4.0600 1.6162 -0.5566  0.44
H: 3.2551 5.1683 -2.7083  0.46
H: -2.1260 1.5175 -6.3669  0.39
H: 0.0569 5.3928 0.6688  0.38
H: 0.1541 3.4296 -0.9134  -0.40
H: 5.0081 1.1619 -0.0907  0.43
H: 0.5959 -5.0043 -0.1055  0.46
H: -2.7624 0.8093 -4.8607  0.32
H: -3.3152 2.8517 0.4465  0.39
H: 0.0883 -2.5409 -3.3600  0.51
H: 0.8128 1.5773 -6.9273  0.44
H: 0.1371 6.7947 -4.0352  0.30
H: -1.4094 -1.7227 -2.9132  0.16
H: -1.9947 -4.8591 -3.2500  0.30
H: -2.6842 2.2418 -2.5023  -0.03

=====

# 4
Molecular formula: C10H23Br2N2
Method: DFT, the ωB97M-V functional and the def2-TZVPD basis

**Maximum force**: 1.091 eV/Å
**Energy relative to the best compared isomer or geometry (same formula, charge and spin)**: 12.38 kcal per mole
**Orbital gap**: 9.708 eV
**Total charge**: +1

Last column: Mulliken charge in e.
Cartesian coordinates (Å):
Br: 1.7927 -2.6373 -1.1209  -0.14
Br: 4.1901 -2.1341 1.5938  -0.12
N: -0.6502 2.5710 -0.7048  -0.37
N: -1.1970 -0.1040 -1.6490  0.18
C: -1.0753 0.9845 1.1631  -0.68
C: 2.9604 -1.1115 -0.7676  -0.40
C: -1.6566 1.6963 -0.0799  0.23
C: 0.0050 -1.6653 2.2750  -0.58
C: 0.0627 2.0897 -1.9094  -0.56
C: 4.3036 -1.5552 -0.2563  -0.72
C: -2.2869 0.7524 -1.0590  -1.11
C: -1.2621 -0.9883 2.8144  -0.74
C: -1.9647 -0.0906 1.7796  -0.72
C: -0.3822 0.7626 -2.5406  -0.64
H: 1.1239 2.0475 -1.7090  0.33
H: -2.3786 -0.7654 1.0389  0.30
H: -1.0693 -0.4404 3.7261  0.40
H: -0.9651 1.7625 1.9096  0.45
H: 0.4801 0.2095 -2.8735  0.37
H: 0.8753 -1.1472 2.6595  0.24
H: -2.7005 1.3013 -1.8955  0.46
H: -0.0671 0.6357 0.9530  0.31
H: 0.0863 -2.7029 2.5544  0.41
H: 3.0641 -0.5913 -1.7185  0.39
H: -1.6248 -0.8202 -2.2356  0.38
H: -2.4610 2.3252 0.2859  0.35
H: 4.7128 -2.3830 -0.8256  0.42
H: 2.4407 -0.4776 -0.0534  0.21
H: -3.0544 0.1525 -0.6031  0.44
H: -2.7634 0.4223 2.2985  0.38
H: -0.6528 -0.5804 -0.9229  -0.01
H: 5.0053 -0.7245 -0.2666  0.40
H: -1.9815 -1.7629 3.0430  0.36
H: 0.0552 2.7229 0.0026  0.33
H: 0.0607 -1.5387 1.2027  -0.23
H: -0.0448 2.8317 -2.6897  0.30
H: -0.9805 0.9533 -3.4192  0.39

=====

# 5
Molecular formula: C4H3N
Method: DFT, the ωB97M-V functional and the def2-TZVPD basis

**Maximum force**: 5.124 eV/Å
**Energy relative to the best compared isomer or geometry (same formula, charge and spin)**: 74.18 kcal per mole
**Orbital gap**: 11.048 eV

Last column: Mulliken charge in e.
Cartesian coordinates (Å):
N: 0.9837 -1.1107 0.0809  -0.34
C: -0.7701 0.7050 0.9016  -0.25
C: 0.8994 -0.6557 -1.3119  -0.21
C: 0.2275 -0.1461 -0.1241  0.23
C: -1.3459 1.2531 1.8472  -0.17
H: 0.3567 -1.3666 -1.9470  0.17
H: -2.1755 1.5818 2.3571  0.38
H: 1.8241 -0.2608 -1.8039  0.20

=====

# 6
Molecular formula: C7H18NSi
Method: DFT, the ωB97M-V functional and the def2-TZVPD basis

**Multiplicity**: 3
**Maximum force**: 4.868 eV/Å
**Energy relative to the best compared isomer or geometry (same formula, charge and spin)**: 0.00 kcal per mole
**Orbital gap (alpha / beta)**: 9.114 / 4.088 eV
**Total charge**: +1
**⟨S²⟩**: 2.008

Last column: Mulliken spin population.
Cartesian coordinates (Å):
Si: 1.9062 0.0759 -0.2365  0.01
N: -2.5937 1.0592 -1.0114  0.41
C: 2.9727 -1.3262 -1.0716  0.00
C: 2.8216 0.7787 1.3678  0.00
C: 0.2778 -1.0187 0.3010  0.01
C: -3.8425 -1.0559 1.7113  0.80
C: -2.9501 0.6722 0.1860  0.34
C: -3.3426 -0.6288 0.4709  0.39
C: 1.4851 1.4927 -1.3824  0.00
H: 2.2873 1.7768 1.5589  0.00
H: 3.6803 -1.6793 -0.3527  0.00
H: 0.1951 -1.1402 1.3756  0.00
H: -3.2616 -1.4910 -0.2389  0.01
H: 1.0081 2.2682 -0.6450  0.00
H: -2.7695 1.3464 0.9695  0.01
H: -4.0090 -0.3802 2.5019  0.03
H: 2.5848 -0.0534 2.0592  0.00
H: 3.8758 0.9900 1.5231  0.00
H: 3.7159 -0.7682 -1.6509  0.00
H: 2.2399 1.9282 -1.9257  0.00
H: -2.4003 1.9702 -1.3799  -0.02
H: -4.1590 -2.0522 1.8977  0.03
H: -2.4815 0.3952 -1.8203  -0.01
H: 2.3830 -2.0294 -1.6964  0.00
H: 0.6646 1.3115 -2.2208  0.00
H: -0.6839 -0.4633 -0.1016  0.00
H: 0.3953 -1.9785 -0.1889  0.00

=====

# 7
Molecular formula: C26H33N2O2
Method: DFT, the ωB97M-V functional and the def2-TZVPD basis

**Maximum force**: 16.960 eV/Å
**Energy relative to the best compared isomer or geometry (same formula, charge and spin)**: 532.28 kcal per mole
**Orbital gap**: 8.189 eV
**Total charge**: +1

Last column: Mulliken charge in e.
Cartesian coordinates (Å):
O: -3.5280 1.8439 -1.7228  -0.42
O: -2.9094 -1.2017 -1.2199  -0.40
N: 1.7939 -3.3975 0.1340  0.60
N: 2.2612 -0.9096 -0.3747  1.07
C: -5.0067 -0.2128 0.9744  -1.16
C: -1.1292 1.9685 -2.0262  -0.95
C: -0.6670 -0.7176 -1.2110  -0.81
C: -2.2671 1.3678 -1.6204  -0.14
C: -4.2444 0.9011 0.5260  1.12
C: 0.4334 0.3047 -1.8371  -0.08
C: 0.0909 1.6131 -2.1546  -0.65
C: -2.6121 -2.3260 -0.5292  -0.99
C: 3.1901 -3.0523 0.3416  -0.84
C: -3.1973 1.5989 1.1583  -1.23
C: 3.3500 0.9546 0.7846  0.54
C: 2.2229 -0.0571 0.7698  -1.75
C: -3.0962 1.0985 2.6237  -0.41
C: -3.7502 -0.0211 3.1983  -0.69
C: 1.7988 -0.2427 -1.6138  -0.80
C: 5.2428 3.0868 0.7167  -0.44
C: 3.4831 -1.5534 -0.5348  -1.15
C: -4.8316 -0.5599 2.5496  -0.64
C: 3.0416 2.4221 0.0239  -0.43
C: 1.0778 -3.7895 1.3978  -0.86
C: 5.4425 1.8714 1.3553  -0.40
C: -1.9576 -0.2696 -1.2951  0.76
C: 3.8788 3.3575 0.1840  -0.68
C: 1.7415 -4.0083 -0.9878  -1.26
C: 4.6112 0.9270 1.3017  0.41
C: -4.5065 0.9756 -1.0679  -1.12
H: 2.2036 -5.1759 -1.0296  0.28
H: 3.2323 -2.6306 1.3507  0.42
H: -3.5782 -2.7926 -0.4086  0.38
H: -1.4147 2.8456 -2.2717  0.82
H: 1.4829 -1.8059 -0.2485  0.07
H: 4.0906 -3.7709 0.0941  0.34
H: -2.0233 -2.9400 -1.3904  0.29
H: -1.8923 -2.2228 0.2676  0.36
H: 1.0909 -3.1405 2.3711  0.25
H: -0.2971 -1.6169 -1.2300  1.09
H: -2.3531 1.6832 3.0124  0.48
H: 2.2300 -0.4634 1.6498  0.92
H: -3.7186 -0.0243 4.3326  0.31
H: 0.6430 -4.3590 -0.9659  0.22
H: 6.0339 3.8844 0.9806  0.31
H: 2.1369 -3.7039 -1.8821  0.38
H: 2.0598 -0.9485 -2.4344  0.36
H: 4.6467 -0.1446 2.0345  0.06
H: 0.0521 -4.1687 1.1023  0.27
H: 4.2848 -1.1107 -0.2384  0.58
H: 1.9831 2.5491 -0.2829  0.31
H: -2.7717 2.3411 0.8800  1.13
H: 1.3025 0.5112 0.9773  0.46
H: -4.8804 0.4427 -1.7388  0.82
H: 6.4638 1.5669 2.0368  0.19
H: -5.3443 -1.1962 2.9489  0.73
H: -5.2210 1.9520 -1.0268  0.29
H: -5.8168 -0.6713 0.7123  0.63
H: 2.6328 0.5502 -1.9823  0.54
H: 3.8155 4.1809 -0.4147  0.48
H: 3.7105 -1.9033 -1.4976  0.42
H: 1.7513 -4.9300 1.7727  0.29
H: 0.9550 2.4338 -2.4028  0.30

=====

# 8
Molecular formula: C3H5BrS
Method: DFT, the ωB97M-V functional and the def2-TZVPD basis

**Maximum force**: 3.285 eV/Å
**Energy relative to the best compared isomer or geometry (same formula, charge and spin)**: 68.16 kcal per mole
**Orbital gap**: 6.739 eV

Last column: Mulliken charge in e.
Cartesian coordinates (Å):
Br: -0.0188 -1.6192 -2.4012  -0.04
S: -1.0478 0.6616 2.3226  -0.24
C: 0.2262 -1.3589 -0.5864  -0.58
C: 0.0615 0.9939 1.1254  -0.09
C: -0.2386 1.0063 -0.2199  -0.83
H: -0.5379 -1.7576 0.0587  0.37
H: 0.4825 1.3360 -0.9443  0.37
H: -1.2632 0.9212 -0.5371  0.36
H: 1.2514 -1.3657 -0.2587  0.38
H: 1.0848 1.1823 1.4408  0.30